Record 1
C36H94N6O11 | the ωB97M-V functional and the def2-TZVPD basis

Highest occupied orbital energy   -8.29 eV
LUMO energy   0.4 eV
Total energy   -70314.124 eV
HOMO-LUMO gap   8.68 eV
Energy above the lowest of the compared OMol25 structures with the same formula, charge and spin   9.4 kcal per mole

ORCA input file:
```
! wB97M-V def2-TZVPD RIJCOSX def2/J DEFGRID3
* xyz 0 1
C 2.13229 -4.03363 0.19461
O 3.12809 -3.84636 -0.78246
C 3.04776 -2.63296 -1.51111
C 1.73082 -2.55123 -2.30063
C 1.66442 -3.66040 -3.34827
N 1.55664 -1.20792 -2.88002
H 2.04771 -3.12563 0.80763
H 2.42275 -4.87247 0.82166
H 1.14504 -4.24189 -0.23002
H 3.19261 -1.85053 -0.75516
H 3.90252 -2.63286 -2.18940
H 0.91598 -2.61983 -1.57672
H 2.50436 -3.60707 -4.04584
H 0.76239 -3.49202 -3.94246
H 1.64851 -4.65919 -2.91284
H 0.88551 -1.22147 -3.64591
H 2.41988 -0.90001 -3.32508
C 3.39716 3.00233 -2.25380
O 2.94711 2.77336 -0.93646
C 3.40362 1.55457 -0.36796
C 3.03727 1.48986 1.10324
C 2.98765 0.04340 1.58325
N 1.70244 2.08166 1.38921
H 2.90428 2.24911 -2.88194
H 4.47850 2.88143 -2.35126
H 3.10278 3.99377 -2.58365
H 2.84207 0.77464 -0.90306
H 4.48226 1.41716 -0.50147
H 3.76731 2.00040 1.73333
H 3.90538 -0.50299 1.36017
H 2.05659 -0.46981 1.34427
H 2.92388 0.11347 2.67519
H 1.82361 3.02530 1.00596
H 1.05956 1.72047 0.68357
C -1.35425 5.49948 -0.65417
O -1.63898 5.16485 -1.98719
C -0.48940 4.92970 -2.76519
C -0.92516 4.42591 -4.13925
C 0.24293 4.21939 -5.10742
N -1.80976 5.41758 -4.78924
H -0.96717 4.63404 -0.09748
H -2.32387 5.71775 -0.20390
H -0.69815 6.35020 -0.44370
H 0.07574 5.86214 -2.89889
H 0.16267 4.20084 -2.26357
H -1.48218 3.49024 -4.01346
H 0.84153 5.13903 -5.13302
H -0.07761 4.18409 -6.14935
H 0.94063 3.43630 -4.80968
H -2.61165 5.53851 -4.17282
H -2.17839 4.97178 -5.62444
C -2.29067 -2.61318 -1.23115
O -1.84793 -3.95062 -1.16119
C -2.88831 -4.86644 -0.94914
C -2.28466 -6.25184 -0.75958
N -1.49914 -6.61990 -1.93071
C -0.87074 -7.91023 -1.94487
C -0.10325 -8.09012 -3.25140
O 0.99569 -7.22646 -3.28469
C 1.52543 -7.03007 -4.56870
H -2.74127 -2.39511 -2.20658
H -1.38211 -2.01202 -1.13690
H -2.94604 -2.32105 -0.40443
H -3.66457 -4.84734 -1.71964
H -3.39880 -4.70677 0.01245
H -3.04077 -7.00212 -0.52586
H -1.59434 -6.16920 0.09636
H -0.97615 -5.80831 -2.22127
H -1.64534 -8.67397 -1.85457
H -0.15953 -7.99171 -1.10569
H -0.80014 -7.93405 -4.08258
H 0.23491 -9.13590 -3.28944
H 2.49696 -6.54059 -4.50942
H 0.83757 -6.51861 -5.24220
H 1.81295 -8.00574 -4.99049
C -0.57437 -0.40256 2.93964
O -0.30146 -0.87752 4.23626
C 0.96065 -1.47928 4.34370
C 0.98490 -2.46916 5.50378
N -0.17782 -3.33095 5.45471
C -0.33164 -4.13992 6.65379
C -1.61665 -4.96640 6.51505
O -1.74445 -5.98804 7.46851
C -0.79629 -7.02175 7.37540
H -1.50361 0.16622 2.94213
H -0.69505 -1.16767 2.16689
H 0.20474 0.29935 2.63076
H 1.79259 -0.76926 4.41084
H 1.17985 -2.01954 3.41074
H 1.05319 -1.86161 6.42230
H 1.91350 -3.04352 5.51884
H -0.99469 -2.73863 5.33904
H -0.38668 -3.56483 7.58702
H 0.52422 -4.81660 6.71976
H -1.70705 -5.33501 5.48860
H -2.44693 -4.27224 6.66163
H -1.04037 -7.80636 8.08916
H 0.18624 -6.63952 7.66380
H -0.75554 -7.48809 6.38791
C -1.16567 9.86778 5.87236
O -0.65763 8.72045 5.24815
C -0.69281 8.79624 3.82362
C 0.08218 7.61441 3.31078
N -0.63715 6.38413 3.57331
C 0.11804 5.21149 3.12745
C -0.66548 3.93178 3.30727
O -0.93403 3.76151 4.69012
C -1.44091 2.47837 4.98052
H -0.51628 10.73271 5.70020
H -1.20943 9.71064 6.95075
H -2.20061 10.04484 5.55464
H -0.27376 9.76130 3.50695
H -1.75322 8.82987 3.54450
H 1.04438 7.60712 3.84918
H 0.32446 7.71751 2.25084
H -0.72649 6.24396 4.57510
H 1.04951 5.09144 3.69884
H 0.38030 5.29320 2.06919
H -0.09344 3.09521 2.89142
H -1.61135 3.96523 2.75207
H -1.89716 2.48985 5.96987
H -0.64777 1.72730 4.93272
H -2.24601 2.20423 4.28650
C -1.27270 0.84166 -2.48340
C -0.58884 1.08700 -1.14454
C -1.59372 1.41839 -0.05992
O 0.18254 -0.02396 -0.69312
H -2.09515 1.52398 -2.70588
H -1.73265 -0.14433 -2.56542
H -0.47584 0.93609 -3.22073
H 0.09750 1.93778 -1.25592
H -1.13792 1.66505 0.90043
H -2.34932 0.64568 0.08883
H -2.10147 2.32301 -0.41172
H 0.77979 -0.33042 -1.41585
C -0.08377 0.02851 -7.49947
C -0.48094 0.42904 -6.09724
C -1.95232 0.88038 -6.11969
O -0.37259 -0.66236 -5.20697
H -0.66653 -0.84141 -7.83050
H 0.95418 -0.31611 -7.50873
H -0.23818 0.75050 -8.30027
H 0.17051 1.25407 -5.81180
H -2.30819 1.22359 -5.15007
H -2.60388 0.07551 -6.47048
H -2.10208 1.66398 -6.86839
H -0.79086 -1.46646 -5.52792
*
```



Record 2
C28H24N3O2S6V | the ωB97M-V functional and the def2-TZVPD basis

Highest occupied orbital energy (alpha / beta)   -7.85 / -7.84 eV
LUMO energy (alpha / beta)   -0.7 / -0.2 eV
Total energy   -128692.553 eV
HOMO-LUMO gap (alpha / beta)   7.16 / 7.60 eV
Energy above the lowest of the compared OMol25 structures with the same formula, charge and spin   0.4 kcal per mole
<S²>   2.02

ORCA input file:
```
! wB97M-V def2-TZVPD RIJCOSX def2/J DEFGRID3
* xyz 0 3
V -0.01904 0.55474 0.27674
N 7.30052 1.67071 -0.12780
C 6.15818 1.54668 -0.10788
C 4.74375 1.37988 -0.08168
C 4.15022 0.36156 -0.82267
C 2.77463 0.19863 -0.77083
C 1.97548 1.02182 0.01819
C 2.59496 2.05067 0.73388
C 3.96318 2.24209 0.69296
H 4.76421 -0.29140 -1.42850
H 2.32199 -0.60097 -1.35087
H 2.00364 2.71870 1.35111
H 4.43304 3.03917 1.25293
N -2.35779 0.79445 2.52771
C -1.16267 0.58389 3.08394
N -0.08963 0.28576 2.39211
C 0.98524 0.00907 3.24229
C 2.22043 -0.50894 2.86520
C 3.17289 -0.72487 3.84385
C 2.91686 -0.44464 5.18459
C 1.68000 0.03400 5.58030
C 0.72319 0.24073 4.59793
S -0.93901 0.73213 4.80646
H -2.52158 0.44744 1.58976
H -3.15776 0.94878 3.11388
H 2.44129 -0.73351 1.83500
H 4.13745 -1.12094 3.55727
H 3.68363 -0.62028 5.92525
H 1.46440 0.22280 6.62203
C -2.04872 4.65502 2.47278
S -2.73561 4.92444 0.82233
C -1.24295 4.87335 -0.10527
C -0.67540 3.77701 -0.65847
S -1.38073 2.17802 -0.67350
S 0.82526 4.03224 -1.50972
C 0.94672 5.75006 -1.24936
S 2.20722 6.65191 -1.77916
S -0.38672 6.38417 -0.33831
H -2.89192 4.61587 3.16188
H -1.38695 5.46574 2.77130
H -1.52042 3.70794 2.50793
C -2.05483 -7.13497 -1.69455
C -1.82882 -5.68742 -1.38260
C -1.40008 -5.29218 -0.11968
C -1.22143 -3.95308 0.20095
C -0.73276 -3.54680 1.56185
C -1.46475 -2.99947 -0.79030
C -1.88032 -3.36168 -2.07068
C -2.15675 -2.32359 -3.11683
C -2.06172 -4.71169 -2.34366
C -1.26596 -1.56741 -0.44722
O -1.99590 -0.95516 0.35506
O -0.24995 -0.95756 -0.94063
H -1.44562 -7.77373 -1.05700
H -1.81178 -7.35900 -2.73232
H -3.09935 -7.40655 -1.53438
H -1.19836 -6.04467 0.63349
H -0.64286 -4.41519 2.21230
H -1.40904 -2.83137 2.03112
H 0.25372 -3.07464 1.50280
H -1.38073 -1.56009 -3.13928
H -3.10875 -1.82335 -2.92405
H -2.21678 -2.78154 -4.10267
H -2.38540 -5.00597 -3.33487
*
```



Record 3
C22H47BeBr3CsN2O6S | the ωB97M-V functional and the def2-TZVPD basis

Highest occupied orbital energy   -9.18 eV
LUMO energy   -6.1 eV
Total energy   -260738.717 eV
HOMO-LUMO gap   3.03 eV

ORCA input file:
```
! wB97M-V def2-TZVPD RIJCOSX def2/J DEFGRID3
* xyz 1 1
C -0.15803 -2.67903 0.24068
C 0.38250 -3.47905 -0.95539
C 0.44403 -2.76720 -2.31774
C 0.91519 -1.32872 -2.28191
C 2.02432 -0.86805 -3.24137
C 3.37539 -1.58097 -3.04391
C 4.37745 -0.88164 -2.14984
C 1.98499 0.67765 -3.06911
C 0.64357 0.98974 -2.39360
N -0.10588 -0.27807 -2.70759
Br -1.87288 -0.31421 -2.06013
H -0.25212 -1.60658 0.05713
H 0.52254 -2.78282 1.08674
H -1.12338 -3.04581 0.58707
H 1.35352 -3.90972 -0.71756
H -0.27709 -4.33676 -1.09264
H 1.17810 -3.30809 -2.91962
H -0.49414 -2.87505 -2.86856
H 1.29328 -1.06459 -1.29283
H 1.70018 -1.10213 -4.26177
H 3.21306 -2.59038 -2.67178
H 3.83435 -1.66009 -4.02785
H 4.54986 0.14587 -2.45309
H 4.03631 -0.91981 -1.11432
H 5.32826 -1.37560 -2.14695
H 2.73207 1.11376 -2.41613
H 1.84538 1.25045 -3.98917
H 0.64111 0.98883 -1.30192
H 0.13039 1.85080 -2.81682
H -0.17274 -0.30270 -3.72957
Br 5.68835 -3.97055 -2.77095
C -2.40832 5.64537 -0.43403
C -2.44795 4.11060 -0.48220
C -1.01545 3.62605 -0.74927
S 0.04633 4.92456 -0.08270
O 0.83850 5.52848 -1.08892
O 0.79077 4.31993 1.15621
C -1.23158 6.01508 0.47177
H -3.33570 6.05406 -0.04117
H -2.25962 6.04798 -1.43764
H -2.80192 3.72907 0.47934
H -3.12934 3.74139 -1.24624
H -0.79448 2.66577 -0.26604
H -0.79068 3.54527 -1.81417
H -0.86796 7.03616 0.37697
H -1.42028 5.80431 1.53438
O -0.21046 5.70108 3.38901
H 0.59921 5.30765 3.05964
N -1.15263 3.64918 4.69597
C -1.93057 2.94351 3.80916
C -2.44708 1.81096 4.48205
C -1.98852 1.88159 5.77799
C -1.18354 3.04770 5.87410
H -0.63964 4.52600 4.40791
H -2.09313 3.28718 2.79709
H -3.09489 1.06451 4.05337
H -2.19551 1.19284 6.57948
H -0.64500 3.45104 6.71621
Cs 6.88642 -0.58177 -1.70153
Be 0.12662 3.29846 1.91058
C 2.72016 -7.38337 2.16609
C 1.35554 -6.92034 2.67439
C 1.39043 -5.43531 2.33509
O 2.19615 -5.30543 1.16365
C 2.88617 -6.53894 0.91032
H 2.77427 -8.45103 1.96313
H 3.49450 -7.13516 2.89459
H 0.56031 -7.41756 2.11526
H 1.19231 -7.10632 3.73454
H 1.85036 -4.85478 3.14351
H 0.39806 -5.02439 2.13581
H 2.42919 -7.02209 0.04145
H 3.92598 -6.31939 0.67257
Br 1.89599 3.37501 -4.70962
O -5.02026 3.64871 -2.49679
H -5.68979 2.98085 -2.67665
H -5.10084 4.26942 -3.22908
C -5.24016 -0.42491 -0.05457
O -4.79510 0.83522 0.44894
H -6.08046 -0.74591 0.55347
H -5.57572 -0.33720 -1.09127
H -4.45039 -1.17957 0.01017
H -4.05822 1.12902 -0.09185
*
```



Record 4
C23H35ClI2IrN4OS3 | the ωB97M-V functional and the def2-TZVPD basis

Highest occupied orbital energy (alpha / beta)   -18.49 / -18.68 eV
LUMO energy (alpha / beta)   -13.5 / -13.5 eV
Total energy   -96455.295 eV
HOMO-LUMO gap (alpha / beta)   5.03 / 5.21 eV
Energy above the lowest of the compared OMol25 structures with the same formula, charge and spin   51.7 kcal per mole
<S²>   0.77

ORCA input file:
```
! wB97M-V def2-TZVPD RIJCOSX def2/J DEFGRID3
* xyz 4 2
Ir 0.26068 -1.20597 3.59591
C -0.88058 -1.58291 6.74905
C -0.66453 -0.08971 6.79596
S 0.08901 0.59656 5.27797
C -1.20289 1.72496 4.68498
C -1.42655 1.54150 3.21660
S -1.71825 -0.16582 2.65333
C -3.18851 -0.72991 3.52837
C -3.03325 -1.12986 4.97496
S -1.61225 -2.20612 5.22071
H -1.50929 -1.89450 7.58678
H 0.06437 -2.12479 6.81088
H 0.03092 0.12360 7.60917
H -1.56765 0.48378 6.99233
H -0.85834 2.74308 4.87514
H -2.10744 1.58230 5.27064
H -0.54487 1.83990 2.64668
H -2.26814 2.15396 2.88173
H -3.51843 -1.57701 2.92351
H -3.93767 0.06034 3.43296
H -3.91485 -1.70729 5.26332
H -2.95766 -0.28675 5.65354
I 2.75311 -1.56692 5.61999
I 5.28549 -2.14273 6.22818
N 0.19695 -4.30501 3.10212
C 0.22098 -3.16178 3.16451
H 0.17550 -5.31561 3.06798
C 2.52468 -0.68552 -4.71138
C 2.42209 -0.64308 -3.17895
C 3.86526 -0.77689 -2.66519
C 1.55441 -1.81363 -2.70834
C 1.83863 0.74796 -2.68816
O 2.50840 1.81738 -3.32305
C 0.29013 0.89282 -2.89746
C -0.06605 1.38078 -4.31054
C -1.49038 1.60236 -4.68618
C -2.56678 1.63413 -3.76623
C -3.83795 1.88020 -4.18771
C -4.09186 2.10140 -5.57706
Cl -5.64105 2.36374 -6.09874
C -3.02230 2.07497 -6.51402
C -1.76443 1.82585 -6.07198
C 2.20666 1.09408 -1.21020
N 1.88916 0.20104 -0.06932
C 0.87632 0.23840 0.78529
N 1.10961 -0.64309 1.77134
C 2.32260 -1.19255 1.43925
N 2.80791 -0.69571 0.34830
H 2.88197 -1.67348 -5.00391
H 3.24648 0.03503 -5.09910
H 1.57371 -0.55482 -5.22322
H 4.31998 -1.65348 -3.12885
H 3.93613 -0.91739 -1.59430
H 4.45916 0.09075 -2.95587
H 2.11621 -2.74187 -2.82151
H 0.65002 -1.92087 -3.31027
H 1.26476 -1.74641 -1.65576
H 2.49174 1.71722 -4.27984
H -0.04981 1.66417 -2.19558
H -0.22137 -0.03995 -2.65764
H 0.32800 0.69711 -5.06202
H 0.44788 2.33494 -4.48718
H -2.38058 1.46227 -2.71547
H -4.66490 1.91549 -3.49169
H -3.22522 2.25251 -7.56220
H -0.94963 1.78851 -6.78453
H 1.74839 2.05820 -0.99059
H 3.28227 1.23879 -1.18477
H 0.01961 0.88151 0.67739
H 2.82426 -1.95015 2.01998
*
```



> What is the formula in the second record?

C28H24N3O2S6V



> Among the records above, which one has the highest total energy?

C36H94N6O11



> Look up the total energy of the first one.

-70314.124 eV